{
  "formula": "C26H50BCl2FNO7",
  "method": "ωB97M-V/def2-TZVPD",
  "lumo_energy_ev": -2.39,
  "charge": 1,
  "energy_ha": -2646.90745,
  "symbols": ["C", "C", "C", "F", "O", "C", "O", "C", "C", "C", "C", "O", "C", "Cl", "C", "C", "Cl", "C", "C", "C", "C", "C", "C", "O", "C", "B", "O", "O", "H", "H", "H", "H", "H", "H", "H", "H", "H", "H", "H", "H", "H", "H", "H", "H", "H", "H", "H", "H", "H", "H", "H", "H", "H", "H", "H", "H", "H", "H", "C", "C", "N", "C", "C", "C", "C", "C", "O", "C", "H", "H", "H", "H", "H", "H", "H", "H", "H", "H", "H", "H", "H", "H", "H", "H", "H", "H", "H", "H"],
  "positions_angstrom": [[1.62914, -0.24034, 0.78010], [1.74255, 0.95048, -0.22890], [0.51750, 1.08311, -1.20809], [-0.32029, 0.04264, -0.83461], [-0.13534, 2.27434, -0.68766], [0.18976, 3.23858, -1.66754], [0.74253, 4.24848, -1.53014], [-0.30751, 2.48204, -2.94033], [-0.06568, 3.38805, -4.16849], [-0.85286, 4.76877, -4.02735], [-2.06296, 4.91973, -5.02860], [-0.69210, 5.64483, -5.11589], [-1.79652, 2.07341, -2.76324], [-2.62808, 1.81500, -4.36968], [-2.68225, 3.10060, -1.92290], [-3.13866, 2.47972, -0.55256], [-4.24885, 3.53634, -2.76532], [0.77363, 1.29530, -2.76324], [2.23843, 1.58696, -3.18499], [3.15849, 0.42342, -3.64695], [3.63459, -0.63715, -2.63779], [2.60072, -1.69267, -2.18374], [2.39775, -2.84583, -3.20826], [2.52115, -2.40597, -4.55510], [2.03518, -3.35482, -5.49320], [0.19989, 0.18751, -3.78074], [-0.29135, -1.04007, -3.42224], [0.23886, 0.47722, -5.15877], [0.77766, -0.12641, 1.46982], [2.54975, -0.17357, 1.39149], [1.53919, -1.21644, 0.29102], [1.78008, 1.83682, 0.42762], [2.73128, 0.90271, -0.69902], [0.95063, 3.81710, -4.21788], [-0.34936, 2.97297, -5.13946], [-0.98076, 5.19943, -3.02131], [-1.90996, 4.51221, -6.03299], [-2.63999, 5.84480, -4.93096], [-1.93522, 1.10481, -2.26051], [-2.21434, 4.06344, -1.69539], [-4.17267, 2.76330, -0.31256], [-3.01875, 1.38650, -0.52255], [-2.49032, 2.92664, 0.22023], [2.30312, 2.31561, -4.01155], [2.75848, 2.10744, -2.35457], [2.87013, -0.04968, -4.60185], [4.09783, 0.94710, -3.93440], [4.43593, -1.20718, -3.15360], [4.15020, -0.21332, -1.75584], [3.04687, -2.19903, -1.30214], [1.63683, -1.30116, -1.83170], [3.24671, -3.54617, -3.01996], [1.47873, -3.42825, -3.02027], [1.41141, -2.80566, -6.22757], [1.38432, -4.12451, -5.04362], [2.84542, -3.83398, -6.07446], [-0.66898, -1.46348, -4.21045], [0.99221, 0.02461, -5.56915], [-1.93987, -0.56682, 3.44852], [-1.86843, -0.72874, 4.95489], [-2.04856, -2.15431, 5.45370], [-3.42740, -2.62144, 5.04366], [-2.07497, -2.17119, 6.97567], [-0.79755, -1.77077, 7.69384], [-1.07060, -3.15907, 4.84940], [0.41974, -2.86522, 4.95790], [0.75364, -1.66326, 4.29940], [1.87072, -0.98414, 4.87024], [-2.92090, -0.82755, 3.05036], [-1.76545, 0.48034, 3.19876], [-1.19008, -1.15254, 2.92109], [-2.66400, -0.14243, 5.42048], [-0.92694, -0.35207, 5.33812], [-4.15783, -1.90383, 5.41071], [-3.60081, -3.60107, 5.48437], [-3.47280, -2.69761, 3.96200], [-2.35908, -3.18050, 7.27455], [-2.87955, -1.49370, 7.26372], [-0.10850, -2.60841, 7.77912], [-1.04508, -1.49137, 8.71874], [-0.28441, -0.92261, 7.24450], [-1.33759, -3.23292, 3.79592], [-1.28820, -4.11466, 5.32811], [0.95256, -3.68189, 4.45581], [0.76177, -2.86637, 5.99052], [2.48839, -1.63368, 5.49261], [1.50005, -0.14819, 5.47207], [2.47759, -0.58034, 4.06100]],
  "lowdin_charge": [-0.08, -0.10, -0.34, 0.05, 0.03, -0.42, 0.23, -0.27, -0.08, -0.28, -0.03, -0.12, -0.51, 0.68, -0.63, -0.12, 0.57, -0.10, -0.10, -0.17, -0.18, -0.16, -0.22, -0.21, -0.10, -0.66, 0.18, 0.12, 0.06, 0.08, 0.06, 0.13, 0.09, 0.13, 0.10, 0.13, 0.11, 0.10, 0.09, 0.09, 0.05, 0.08, 0.07, 0.12, 0.13, 0.10, 0.13, 0.12, 0.11, 0.11, 0.08, 0.13, 0.12, 0.09, 0.09, 0.09, 0.13, 0.11, -0.05, -0.15, -0.26, 0.01, -0.15, -0.05, -0.06, -0.19, -0.21, -0.06, 0.08, 0.10, 0.07, 0.14, 0.11, 0.12, 0.11, 0.10, 0.13, 0.13, 0.08, 0.10, 0.08, 0.13, 0.15, 0.15, 0.10, 0.10, 0.09, 0.09]
}